[1]
8
Properties=species:S:1:pos:R:3 method="wB97M-V/def2-TZVPD" smiles=CCF homo_ha=-0.43718 de_lowest_kcal_mol=14.41 fmax_ev_per_a=2.94 homo_lumo_gap_ev=13.137 total_energy_ev=-4871.668
C 0.57 0.46 -0.94
C -0.51 -0.16 -0.16
F -0.07 -0.32 1.19
H 0.09 1.19 -1.61
H 0.97 -0.33 -1.50
H 1.18 0.79 -0.18
H -1.37 0.49 -0.26
H -0.62 -1.09 -0.61

[2]
10
Properties=species:S:1:pos:R:3 method="wB97M-V/def2-TZVPD" smiles=NCC(F)F homo_ha=-0.34615 de_lowest_kcal_mol=24.94 fmax_ev_per_a=5.88 homo_lumo_gap_ev=10.542 total_energy_ev=-9079.408
N 0.31 0.98 -0.99
C -0.53 0.15 -0.17
C 0.18 -0.45 1.06
F -0.66 -1.39 1.56
F 1.23 -1.23 0.54
H -0.20 1.08 -1.90
H 1.26 0.80 -1.19
H -0.64 -0.93 -0.66
H -1.41 0.67 -0.05
H 0.48 0.31 1.79

[3]
12
Properties=species:S:1:pos:R:3 method="wB97M-V/def2-TZVPD" smiles="NC(N)=NC(F)F" homo_ha=-0.30792 de_lowest_kcal_mol=44.61 fmax_ev_per_a=5.82 homo_lumo_gap_ev=8.883 total_energy_ev=-12058.601
N -1.27 -0.78 -0.05
C -0.17 -0.11 0.15
N 0.06 1.17 -0.26
N 1.09 -1.15 0.54
C 2.27 -0.57 0.22
F 2.40 0.62 0.94
F 2.39 -0.08 -1.08
H -1.08 -1.74 -0.06
H -2.11 -0.44 -0.55
H 1.08 1.46 -0.02
H -0.67 1.84 -0.64
H 3.08 -1.15 0.51

[4]
12
Properties=species:S:1:pos:R:3 method="wB97M-V/def2-TZVPD" total_charge=+2 homo_ha="-0.74328 / -0.78743" de_lowest_kcal_mol=79.29 fmax_ev_per_a=2.70 homo_lumo_gap_ev="7.708 / 11.000" total_energy_ev=-12037.427
C -1.14 0.12 2.31
C 0.64 -0.25 -1.68
N 0.90 0.41 -0.61
N -2.01 -0.06 3.17
N 1.33 -0.29 -2.82
F -0.60 1.07 1.72
F -0.45 -0.96 -1.67
H 1.72 0.99 -0.47
H -2.27 -1.00 3.51
H -2.57 0.70 3.64
H 2.20 0.22 -2.96
H 0.98 -0.84 -3.60